DFT (ωB97M-V/def2-TZVPD) results for a molecular structure, C41H35Br2Cl3LaN8OS2 in a non-equilibrium geometry.

Cartesian coordinates (Å):
La (0.32456, 0.39679, 0.63040)
C (2.09474, -1.79983, -0.77799)
C (2.46546, -1.22191, -2.01000)
C (3.35735, -0.16096, -1.74359)
C (3.57029, -0.09136, -0.35776)
C (2.76351, -1.08267, 0.26314)
C (3.10330, -1.70071, 1.59871)
C (4.65233, 0.69659, 0.31712)
C (4.04624, 0.71189, -2.75763)
C (2.05079, -1.69559, -3.37599)
C (1.53252, -3.18292, -0.57793)
H (3.90980, -2.43360, 1.46658)
H (2.25600, -2.22571, 2.04715)
H (3.44672, -0.95042, 2.31116)
H (5.60114, 0.14737, 0.25849)
H (4.43043, 0.87798, 1.36846)
H (4.80946, 1.66570, -0.16280)
H (5.11404, 0.47606, -2.81718)
H (3.97071, 1.77394, -2.49970)
H (3.62501, 0.57806, -3.75763)
H (2.91001, -1.73159, -4.05167)
H (1.29879, -1.04992, -3.84944)
H (1.63573, -2.70344, -3.32508)
H (2.34168, -3.92401, -0.61570)
H (0.80386, -3.46141, -1.33934)
H (1.04950, -3.28215, 0.39482)
S (-5.37957, 1.93638, -5.20856)
N (-3.76224, 2.02453, -5.27503)
C (-3.31371, 1.66669, -4.08775)
C (-1.92608, 1.58102, -3.70220)
C (-0.89664, 1.96810, -4.56069)
C (0.39957, 1.85908, -4.12481)
C (0.62932, 1.31909, -2.86062)
N (-0.33114, 0.93562, -2.03710)
C (-1.61093, 1.10304, -2.42051)
C (-2.67783, 0.80932, -1.45474)
N (-2.32713, 0.47344, -0.20258)
C (-3.27468, 0.29491, 0.70170)
C (-4.63573, 0.39468, 0.42436)
C (-5.01603, 0.70831, -0.85729)
C (-4.02998, 0.93015, -1.81921)
C (-4.35017, 1.32643, -3.16852)
N (-5.56162, 1.43027, -3.67865)
H (-1.15396, 2.36105, -5.53529)
H (1.23079, 2.16745, -4.74261)
H (1.64328, 1.16388, -2.50964)
H (-2.94156, 0.05542, 1.70495)
H (-5.36419, 0.23698, 1.20701)
H (-6.05311, 0.80707, -1.15058)
C (-1.19167, -2.22644, -2.43180)
C (-1.72392, -2.74820, -1.13098)
C (-2.61328, -3.84734, -1.14803)
C (-3.11705, -4.33722, 0.01700)
C (-2.75264, -3.72958, 1.23839)
C (-3.25259, -4.10975, 2.49964)
Br (-4.44737, -5.59125, 2.66287)
C (-2.91554, -3.42359, 3.63277)
C (-2.03177, -2.34925, 3.54749)
Br (-1.65473, -1.34673, 5.11599)
C (-1.40596, -1.95147, 2.35927)
O (-0.52837, -1.01769, 2.30498)
C (-1.83826, -2.64735, 1.16648)
N (-1.34531, -2.17893, -0.00954)
H (-0.89725, -3.05547, -3.07702)
H (-0.33624, -1.58011, -2.25615)
H (-1.96568, -1.66016, -2.95877)
H (-2.88201, -4.29396, -2.09717)
H (-3.79382, -5.18064, 0.02258)
H (-3.32829, -3.70582, 4.59060)
Cl (0.26653, 3.17738, 5.74896)
C (-1.11678, 3.37416, 4.67631)
Cl (-1.06401, 4.97247, 3.90676)
Cl (-2.63201, 3.19286, 5.59509)
C (-1.11008, 2.36526, 3.62651)
N (-1.17458, 1.63998, 2.74445)
S (-1.83366, 4.52332, -1.39174)
C (-1.08305, 3.45430, -0.44735)
N (-0.51991, 2.65330, 0.19825)
C (1.72150, 0.05105, 4.20784)
C (2.26894, 1.21610, 3.43946)
C (3.19157, 2.13325, 3.90507)
C (3.41354, 3.05395, 2.85652)
C (2.62440, 2.64327, 1.80092)
C (2.55709, 3.27493, 0.44150)
N (1.91033, 1.51858, 2.14250)
H (2.49880, -0.38256, 4.84102)
H (1.35201, -0.72372, 3.54632)
H (0.89137, 0.33857, 4.85844)
H (3.66133, 2.11327, 4.87943)
H (4.09065, 3.89694, 2.84494)
H (3.48290, 3.81850, 0.24764)
H (1.72337, 3.97483, 0.35190)
H (2.44090, 2.52183, -0.34761)

## Properties
Charge: -1
Orbital gap, hartree: 0.19014
Largest force on an atom, eV/Å: 1.300
E_tot, eV: -257243.402